Record 1
The following is a quantum chemistry calculation of a cluster of 2 separate species, H3OS2 in total, from the OMol25 dataset.

M in g mol⁻¹: 83.2
Multiplicity: 1
Net charge: -1
ΔE to the lowest compared entry with this formula, charge and spin in kcal/mol: 0.8
HOMO-LUMO gap in Ha: 0.2311

Last column: Mulliken charge in e.
Atoms and positions in Å:
O -1.2088 -0.6829 -1.3000  -0.646
H -0.3727 -0.2114 -1.3753  0.314
S -0.2366 0.7887 1.8043  -0.696
S 1.4434 0.9128 0.5234  -0.389
H -1.5119 -0.4665 -0.4065  0.310
H 1.8866 -0.3406 0.7541  0.106

---

Record 2
The following is a quantum chemistry calculation of a cluster of 2 separate species, H3OS2 in total in a non-equilibrium geometry, from the OMol25 dataset.

M in g mol⁻¹: 83.2
Multiplicity: 1
Net charge: -1
ΔE to the lowest compared entry with this formula, charge and spin in kcal/mol: 6.8
HOMO-LUMO gap in Ha: 0.2258

Last column: Mulliken charge in e.
Atoms and positions in Å:
O 0.0893 -2.0559 -1.6272  -0.651
H 0.9015 -1.6638 -1.9563  0.307
S 0.2469 0.2586 1.3132  -0.696
S -0.4297 2.0816 2.2526  -0.337
H -0.3075 -1.3600 -1.0765  0.303
H -0.5005 2.7395 1.0942  0.073

---

Record 3
The following is a quantum chemistry calculation of a structure of composition H3OY in a non-equilibrium geometry, from the OMol25 dataset.

M in g mol⁻¹: 107.9
Multiplicity: 1
Net charge: +2
HOMO-LUMO gap in Ha: 0.3741

Last column: Mulliken charge in e.
Atoms and positions in Å:
Y 0.6671 -0.0236 -0.6858  2.002
O 0.8436 0.4951 1.2659  -0.631
H 1.5635 0.9076 1.7403  0.392
H -1.4436 -0.6189 -0.7936  -0.135
H -1.6305 -0.7602 -1.5267  0.372

---

Record 4
The following is a quantum chemistry calculation of the ion H3S3 with charge -1 in a non-equilibrium geometry, from the OMol25 dataset.

M in g mol⁻¹: 99.2
Multiplicity: 1
Net charge: -1
ΔE to the lowest compared entry with this formula, charge and spin in kcal/mol: 41.4
HOMO-LUMO gap in Ha: 0.2016

Last column: Mulliken charge in e.
Atoms and positions in Å:
S -1.2495 -1.1538 -1.2260  -0.467
H -2.3594 -0.5834 -0.6110  0.099
S 1.0234 1.1866 1.5122  -0.658
S 0.2743 -0.0705 -0.3106  -0.117
H 1.2859 0.1028 2.2924  0.026
H 0.3023 1.0839 -1.2905  0.118

---

Record 5
The following is a quantum chemistry calculation of a cluster of 20 separate species, H40O20 in total in a non-equilibrium geometry, from the OMol25 dataset.

M in g mol⁻¹: 360.3
Multiplicity: 1
ΔE to the lowest compared entry with this formula, charge and spin in kcal/mol: 240.3
HOMO-LUMO gap in Ha: 0.3466

Last column: Mulliken charge in e.
Atoms and positions in Å:
O -2.6860 0.2121 3.1325  -0.635
H -2.6023 -0.6199 2.5433  0.130
H -2.3671 0.9550 2.4370  0.535
O 1.6249 2.3537 -4.9769  -0.662
H 1.2098 3.2407 -4.9834  0.366
H 0.8711 1.8861 -4.7718  0.297
O -1.8904 1.1714 -3.2626  -0.583
H -2.3692 1.1738 -4.1852  0.333
H -1.1732 0.6120 -3.5179  0.259
O -2.1398 -3.2118 -2.5047  -0.592
H -1.6883 -3.7134 -3.2187  0.299
H -1.2756 -2.6321 -2.4071  0.296
O -4.8353 -1.2686 1.3529  -0.532
H -3.9942 -1.1295 1.6179  0.333
H -5.4327 -0.6799 1.2339  0.216
O 2.3844 -0.2812 0.7346  -0.471
H 2.5916 -1.0031 1.2411  0.174
H 1.9824 -0.8362 -0.0046  0.304
O -0.2005 0.2267 1.8254  -0.551
H 0.2927 0.3526 0.8925  0.339
H 0.2317 -0.7695 1.9897  0.260
O 1.8238 -1.2631 -2.7818  -0.629
H 2.4043 -2.0368 -2.9552  0.287
H 2.3696 -0.4896 -2.9204  0.411
O -1.9609 1.6782 0.9795  -0.814
H -1.3239 2.2625 1.3590  0.436
H -1.5483 0.8578 0.7295  0.344
O 0.6649 5.1460 1.5263  -0.512
H 0.6034 5.6802 2.1957  0.249
H 0.2601 4.4317 1.7899  0.248
O -2.0913 3.5697 2.4983  -0.596
H -2.5716 4.1995 3.1333  0.288
H -2.9093 3.0657 2.3281  0.268
O -3.8246 -4.8113 0.1206  -0.635
H -4.4288 -4.0615 0.2540  0.334
H -3.3623 -5.1049 -0.6168  0.289
O 2.5989 2.0650 -0.8121  -0.696
H 2.8562 2.9198 -0.6192  0.284
H 3.0003 1.5856 -0.0570  0.364
O 4.6053 2.1833 0.7809  -0.644
H 3.8486 2.6652 0.9551  0.317
H 4.2930 1.4567 1.2964  0.293
O 1.2321 0.9681 4.1079  -0.504
H 1.3968 1.6182 4.7699  0.274
H 1.4043 1.4171 3.3710  0.226
O -2.6663 -3.2833 3.3084  -0.502
H -2.3100 -3.7772 2.6575  0.304
H -2.9469 -3.5469 4.0517  0.210
O -0.0104 3.6790 -3.4916  -0.628
H -0.2578 3.8984 -2.5348  0.305
H 0.3103 2.8098 -3.1417  0.308
O 2.6798 -3.8848 0.9328  -0.625
H 3.1864 -4.5977 0.6034  0.305
H 2.7121 -3.6427 1.8482  0.315
O 0.0904 -5.3923 -0.2055  -0.591
H 0.2449 -6.0943 -0.8489  0.302
H 0.9369 -5.0689 0.1158  0.315
O 3.4927 0.6542 -3.3266  -0.707
H 3.5727 1.1773 -2.5105  0.385
H 3.0908 1.0272 -4.0588  0.309